--- w ---
This record from the Open Molecules 2025 dataset describes a structure of composition C18H30As2F12N4O2. The level of theory is ωB97M-V with the def2-TZVPD basis set.

Results
- E_HOMO: -15.56 eV
- M: 712.28 g mol⁻¹

Structure (ORCA input):
```
! wB97M-V def2-TZVPD RIJCOSX def2/J DEFGRID3
* xyz 2 1
C 22.1866 20.4782 -4.3245
C 21.2940 20.0572 -5.4684
O 21.5913 19.5252 -6.4762
N 19.8245 20.4159 -5.3076
H 19.3443 19.5170 -5.1965
H 19.6308 20.8018 -4.3794
C 19.3435 21.3903 -6.3513
H 21.9179 21.4823 -3.9946
H 23.1936 20.5080 -4.7378
H 22.2076 19.7256 -3.5357
H 18.4827 21.9300 -5.9645
H 19.0625 20.8112 -7.2266
H 20.0763 22.1352 -6.6527
C 18.3421 24.1961 1.8983
C 18.1234 25.0438 0.6556
O 17.5982 26.0969 0.6449
N 18.4017 24.3230 -0.6554
H 19.0317 24.9009 -1.2351
H 18.9260 23.4464 -0.5952
C 17.1635 24.1080 -1.5189
H 19.4050 23.9700 1.9903
H 17.6969 23.3290 2.0382
H 18.0371 24.8219 2.7377
H 16.5389 23.4581 -0.9077
H 17.3593 23.6771 -2.4929
H 16.6311 25.0467 -1.6469
C 20.4542 32.1208 5.1178
N 21.1216 31.1066 4.2548
C 21.3026 29.8684 4.7288
C 21.9226 28.8911 3.9681
C 22.2456 29.1912 2.6521
C 22.0104 30.4791 2.1386
C 21.5224 31.4179 2.9868
C 22.9403 28.1742 1.8250
C 24.2830 27.9105 2.1184
C 24.9097 26.9538 1.3751
N 24.3540 26.3105 0.3539
C 23.0535 26.5425 0.0351
C 22.3528 27.5613 0.7025
C 25.1379 25.4208 -0.5545
H 19.7672 31.6840 5.8380
H 19.9516 32.8342 4.4734
H 21.2501 32.5509 5.7258
H 21.1655 29.7338 5.7937
H 22.2164 27.9343 4.3755
H 22.4296 30.7322 1.1751
H 21.2038 32.4305 2.7766
H 24.8152 28.4057 2.9167
H 25.9166 26.6450 1.6253
H 22.6574 25.9786 -0.7955
H 21.3298 27.7703 0.4263
H 24.5992 24.4829 -0.6816
H 26.0967 25.1631 -0.1153
H 25.1929 25.9441 -1.5054
As 20.9372 24.9990 -3.3842
F 21.3671 24.1745 -4.8315
F 19.2387 24.6176 -3.5693
F 20.4971 25.8590 -1.8434
F 22.6162 25.3780 -2.9770
F 20.6771 26.4293 -4.3145
F 21.1643 23.5162 -2.4365
As 22.3416 22.5510 1.3833
F 24.0147 23.0384 0.9991
F 22.4943 21.3869 0.0467
F 20.6978 21.9986 1.6748
F 22.4059 23.7016 2.7115
F 21.7164 23.7109 0.2473
F 22.9421 21.2923 2.5019
*
```

Atomic partial charges in e from the Mulliken method, atoms 1 to 4:
1. C -0.77
2. C 0.48
3. O -0.40
4. N -0.09

--- x ---
This record from the Open Molecules 2025 dataset describes a structure of composition C18H30As2F12N4O2. The level of theory is ωB97M-V with the def2-TZVPD basis set.

Results
- E_HOMO: -12.94 eV
- M: 712.28 g mol⁻¹

Structure (ORCA input):
```
! wB97M-V def2-TZVPD RIJCOSX def2/J DEFGRID3
* xyz 2 1
C -3.7663 1.4852 4.4997
C -4.8272 0.4118 4.8394
O -5.8427 0.5541 5.5613
N -4.7636 -0.9860 4.0701
H -5.5420 -0.9898 3.4266
H -3.9509 -0.9774 3.4705
C -4.6647 -2.1171 5.0052
H -4.2572 2.3591 4.9281
H -3.5685 1.6618 3.4425
H -2.9425 1.1259 5.1164
H -3.8246 -1.7872 5.6163
H -4.4936 -2.9709 4.3496
H -5.5119 -2.2053 5.6853
C 3.8425 0.8361 5.1082
C 4.2290 -0.3293 6.0552
O 4.4133 -0.2054 7.2425
N 4.6644 -1.6155 5.3198
H 4.0336 -1.6571 4.5322
H 5.5493 -1.4671 4.8561
C 4.4825 -2.9315 6.1253
H 4.4896 0.7772 4.2330
H 4.2301 1.7762 5.5010
H 2.8385 0.9016 4.6890
H 4.8374 -3.8021 5.5738
H 3.4351 -3.0527 6.4017
H 5.2277 -2.6141 6.8548
C -6.4107 -0.5144 -5.7735
N -5.0079 -0.0804 -5.4982
C -4.4198 0.8264 -6.3084
C -3.1804 1.4213 -5.9956
C -2.4280 0.9499 -4.9440
C -3.0621 -0.0109 -4.1863
C -4.3777 -0.4262 -4.3946
C -1.1093 1.5859 -4.6112
C -0.2416 1.9214 -5.6869
C 0.9762 2.5734 -5.4814
N 1.3829 2.8581 -4.2414
C 0.6969 2.5235 -3.1166
C -0.6000 1.9250 -3.2897
C 2.5842 3.7076 -4.2071
H -6.9824 -0.0593 -4.9647
H -6.5486 -1.5859 -5.6286
H -6.7362 -0.2498 -6.7795
H -5.1239 1.1940 -7.0402
H -2.7020 2.1051 -6.6811
H -2.5362 -0.3991 -3.3266
H -4.8762 -1.1833 -3.8075
H -0.6276 1.8360 -6.6919
H 1.4932 3.0942 -6.2737
H 1.0999 2.8598 -2.1727
H -1.2061 1.8123 -2.4029
H 2.2400 4.7387 -4.2881
H 3.2429 3.4436 -5.0345
H 3.1438 3.5889 -3.2793
As 0.4389 -2.7547 1.9471
F 1.6992 -1.5066 1.5675
F -0.8838 -1.4603 2.0479
F -0.8399 -3.9745 2.4409
F 1.5984 -4.0278 2.0390
F 0.6144 -2.5397 3.6841
F 0.0874 -3.0733 0.2526
As 7.1533 -0.4597 -1.4680
F 5.5912 -1.1244 -1.8019
F 7.1756 0.2553 -3.1510
F 8.8087 0.1370 -1.2309
F 7.1942 -1.1478 0.2132
F 7.9665 -1.9931 -2.0148
F 6.3956 1.0335 -0.9231
*
```

Atomic partial charges in e from the Mulliken method, atoms 1 to 4:
1. C -0.96
2. C 0.54
3. O -0.43
4. N -0.14

Energies relative to the most stable structure, in eV: w 0.000; x 5.747.